Formula: C53H54N3O30
Source: OMol25
Level of theory: ωB97M-V/def2-TZVPD

Geometry as XYZ:
```
140
Properties=species:S:1:pos:R:3:forces:R:3
C -4.2291 2.0905 2.1669 -0.274 0.008 0.211
C -2.8302 1.7223 2.6703 -0.551 0.210 -0.269
C -1.7892 2.8299 2.4568 0.184 -0.141 0.274
N -2.1635 3.8009 1.4141 0.444 -0.043 -0.232
C -1.3994 5.0242 1.4633 0.026 -0.034 0.276
C -1.5756 5.8231 2.7574 -0.190 -0.006 -0.247
N -2.9964 5.9571 3.0048 -0.057 0.102 0.054
C -3.6204 6.8675 2.0406 0.054 -0.096 0.208
C -5.0922 7.1363 2.4469 0.067 0.204 0.013
C -6.1977 6.9413 1.4079 -0.308 0.155 0.090
O -6.3740 5.6044 0.9837 0.066 0.134 -0.216
C -7.2355 4.8194 1.8084 0.121 -0.212 0.108
C -7.6795 3.5959 1.0186 0.120 0.391 -0.029
C -3.4556 6.2690 0.6459 -0.151 0.097 -0.416
O -3.7638 7.2411 -0.3153 0.396 0.128 0.108
N -1.9819 5.9238 0.3971 -0.531 -0.356 0.772
H -4.2927 2.1055 1.0761 0.028 0.055 0.072
H -4.9606 1.3526 2.5201 0.168 0.128 -0.108
H -4.5394 3.0760 2.5399 0.071 -0.180 -0.112
H -2.9144 1.5538 3.7483 0.230 -0.284 -0.178
H -2.5068 0.8090 2.1636 -0.005 0.043 0.293
H -0.8264 2.3622 2.2059 0.011 0.158 0.186
H -1.6590 3.3565 3.4048 -0.055 0.081 -0.216
H -1.9501 3.3563 0.5230 -0.178 -0.003 -0.018
H -0.3262 4.8897 1.2572 -0.126 0.225 -0.189
H -1.0498 5.3387 3.5821 -0.171 0.123 -0.088
H -1.1191 6.8149 2.5761 0.253 -0.171 0.190
H -3.1838 6.2821 3.9441 0.026 -0.019 0.019
H -3.0716 7.8312 2.0479 -0.099 -0.092 -0.263
H -5.3062 6.5165 3.3262 -0.021 0.024 -0.186
H -5.1704 8.1811 2.7749 0.063 -0.200 0.004
H -6.0200 7.5504 0.5155 0.082 -0.178 0.171
H -7.1319 7.3215 1.8507 0.147 -0.110 -0.039
H -8.0989 5.4318 2.1007 0.106 -0.086 0.074
H -6.6903 4.5123 2.7150 -0.143 0.090 -0.087
H -8.4780 3.8775 0.3245 0.095 -0.148 0.065
H -6.8391 3.2159 0.4316 -0.158 -0.066 0.207
H -8.0341 2.8078 1.6902 0.043 0.117 -0.164
H -4.0495 5.3655 0.5095 0.172 -0.028 0.199
H -3.9968 6.8252 -1.1513 -0.291 -0.089 -0.039
H -1.4698 6.8074 0.3710 0.126 -0.113 -0.211
H -1.8826 5.5106 -0.5301 0.136 0.123 -0.017
C 3.0401 0.2035 0.9253 0.123 0.068 -0.042
C 3.2220 -0.8633 1.7276 -0.047 -0.117 0.080
C 2.0600 -1.6994 2.2482 -0.038 0.003 -0.008
O 2.3469 -2.6441 2.9544 0.018 0.018 0.004
C 0.7085 -1.3245 1.8792 -0.052 -0.037 0.046
C 0.5447 -0.2667 1.0777 0.018 0.099 -0.106
C 1.7023 0.5588 0.5505 -0.011 0.007 0.054
O 1.3872 1.5024 -0.1650 0.048 0.038 0.039
O -0.6258 0.1960 0.6520 -0.156 -0.212 0.079
O 4.3975 -1.2856 2.1362 0.014 0.224 -0.150
H 3.8600 0.8021 0.5546 0.027 -0.038 0.008
H -0.1139 -1.9147 2.2582 -0.004 0.003 -0.020
H -0.3917 0.9451 0.0657 0.094 0.019 -0.081
H 4.2619 -2.0826 2.6880 0.043 -0.104 -0.031
C 7.2574 -3.1985 0.7893 -0.081 0.034 0.034
C 7.1375 -3.7410 2.0095 0.027 -0.037 -0.032
C 8.2057 -4.6414 2.6063 -0.071 0.030 0.056
O 7.9967 -5.0547 3.7356 -0.109 0.031 -0.097
C 9.3725 -4.9394 1.8199 0.098 -0.058 -0.032
C 9.4986 -4.4043 0.5910 -0.026 0.008 0.041
C 8.4383 -3.4853 0.0109 0.054 -0.024 -0.039
O 8.6434 -3.0317 -1.1022 -0.004 -0.027 0.018
O 10.5372 -4.6369 -0.1836 0.114 0.062 0.151
O 6.0966 -3.5453 2.8038 -0.059 0.066 0.096
H 6.5041 -2.5531 0.3605 -0.005 0.007 0.019
H 10.1226 -5.5912 2.2449 0.019 0.008 -0.028
H 10.4411 -4.1666 -1.0344 -0.231 -0.152 -0.052
H 6.2679 -4.0651 3.6151 0.061 -0.117 -0.023
C -7.6652 -1.1502 -3.2884 0.011 -0.050 -0.074
C -6.9585 -0.4396 -2.4035 0.042 0.014 0.076
C -7.5983 0.4013 -1.3200 0.054 -0.047 0.038
O -6.8243 0.9838 -0.5752 -0.013 -0.023 -0.077
C -9.0334 0.4614 -1.2410 -0.091 0.062 0.071
C -9.7560 -0.2474 -2.1252 0.026 -0.046 -0.049
C -9.1115 -1.1078 -3.2003 0.055 0.013 0.015
O -9.8698 -1.7141 -3.9304 -0.020 0.005 -0.009
O -11.0741 -0.2734 -2.1536 0.008 0.113 0.141
O -5.6284 -0.3958 -2.3649 0.031 0.015 -0.180
H -7.2100 -1.7553 -4.0600 0.015 -0.001 0.015
H -9.4856 1.0723 -0.4724 -0.027 -0.022 -0.007
H -11.3282 -0.8678 -2.8867 0.038 -0.065 -0.072
H -5.4130 0.1852 -1.6065 -0.078 0.029 0.113
C -0.4929 8.9538 -4.3534 -0.016 0.059 -0.068
C -0.8551 8.3527 -3.2135 0.229 -0.131 -0.001
C -0.0342 7.2336 -2.5998 0.027 -0.145 0.159
O -0.4385 6.7402 -1.5394 -0.123 0.400 -0.431
C 1.1519 6.7891 -3.2588 0.120 -0.043 -0.072
C 1.5242 7.3899 -4.4086 -0.004 0.033 -0.035
C 0.7185 8.5255 -5.0218 0.012 -0.033 0.019
O 1.1566 8.9984 -6.0483 -0.008 0.003 -0.014
O 2.5920 7.0648 -5.0963 -0.016 -0.113 0.170
O -1.9511 8.6933 -2.5503 -0.210 0.142 -0.046
H -1.0695 9.7523 -4.7986 -0.013 0.000 0.029
H 1.7192 5.9829 -2.8157 0.018 0.008 -0.012
H 2.6279 7.6550 -5.8758 -0.056 0.084 -0.042
H -2.0217 8.1570 -1.7477 0.071 -0.115 0.172
C 9.5209 -2.9234 -5.9815 -0.098 0.044 -0.023
C 9.4044 -3.4239 -4.7396 0.068 0.022 0.065
C 10.4478 -4.3582 -4.1492 0.009 -0.130 -0.041
O 10.2469 -4.7789 -3.0198 -0.016 0.198 -0.063
C 11.5948 -4.7151 -4.9449 0.095 -0.039 -0.025
C 11.7098 -4.2086 -6.1833 -0.034 0.027 -0.038
C 10.6727 -3.2706 -6.7746 0.025 -0.029 0.005
O 10.8978 -2.8684 -7.9023 -0.020 -0.002 0.004
O 12.7104 -4.4663 -7.0042 0.068 -0.101 0.140
O 8.3947 -3.1432 -3.9381 -0.019 0.000 -0.146
H 8.7847 -2.2586 -6.4102 -0.011 0.004 0.032
H 12.3245 -5.3892 -4.5193 0.013 0.010 -0.012
H 12.5292 -3.9637 -7.8231 -0.065 0.066 -0.046
H 8.5615 -3.5524 -3.0665 0.057 0.041 0.084
C -4.6364 -5.3496 -1.9630 0.062 0.003 -0.090
C -4.9667 -4.0822 -1.6707 -0.049 0.093 0.070
C -5.8058 -3.7216 -0.4536 0.021 0.028 -0.049
O -6.0296 -2.5322 -0.2862 -0.016 -0.049 0.004
C -6.2790 -4.7743 0.4065 -0.056 -0.038 0.092
C -5.9492 -6.0434 0.1126 0.030 -0.023 -0.052
C -5.0947 -6.4053 -1.0914 -0.018 0.024 0.015
O -4.8541 -7.5893 -1.2369 -0.001 -0.005 -0.012
O -6.3211 -7.0910 0.8219 -0.083 0.115 0.119
O -4.6088 -3.0317 -2.3919 0.027 -0.237 0.069
H -4.0408 -5.6159 -2.8246 0.002 0.025 -0.002
H -6.8853 -4.5106 1.2614 0.005 -0.025 0.006
H -5.9368 -7.8744 0.3802 0.059 -0.029 -0.081
H -4.9846 -2.2403 -1.9494 0.012 0.039 -0.129
C 6.0057 -8.0658 4.0346 0.264 0.010 -0.006
C 5.9597 -9.1221 4.8622 -0.103 -0.042 0.028
C 4.6486 -9.7760 5.2660 0.001 0.030 -0.004
O 4.7353 -10.7371 6.0075 -0.003 0.008 0.006
C 3.4093 -9.2263 4.7628 -0.087 -0.031 0.018
C 3.4622 -8.1675 3.9419 0.042 0.035 -0.046
C 4.7741 -7.5338 3.5205 -0.017 -0.021 0.040
O 4.6944 -6.5837 2.7583 -0.041 0.112 -0.039
O 2.4024 -7.5715 3.4177 -0.098 -0.125 0.088
O 7.0191 -9.6948 5.4022 0.091 0.120 -0.101
H 6.9295 -7.5875 3.7386 0.026 -0.026 0.057
H 2.4806 -9.6877 5.0667 -0.008 0.011 -0.018
H 2.7486 -6.8433 2.8659 0.081 0.054 -0.035
H 6.6845 -10.4328 5.9488 -0.084 -0.056 0.029
```
Positions in Å, forces in eV/Å.

Calculated values
- charge = +1
- orbital gap (eV) = 6.53
- E_HOMO (eV) = -10.609
- E (eV) = -121722.99687
- E_LUMO (eV) = -4.0782

***

Formula: C53H55BrGeMnN3OS3Te
Source: OMol25
Level of theory: ωB97M-V/def2-TZVPD

Geometry as XYZ:
```
119
Properties=species:S:1:pos:R:3:forces:R:3
Mn 13.3985 11.7661 14.7362 0.140 -0.506 1.130
C 14.0214 16.3016 8.5560 0.219 -0.280 -1.192
C 14.3865 16.9593 9.8671 -1.289 1.046 -0.351
C 13.5346 18.2482 9.9004 0.044 -0.769 -0.421
C 15.8524 17.3577 9.8976 -0.835 0.289 0.323
C 13.9546 16.0540 11.0001 -0.213 -0.559 1.107
C 14.8404 15.0667 11.4138 -0.070 0.496 -0.251
C 14.5717 14.2742 12.4954 -0.129 -0.566 0.462
Br 15.9138 13.0075 12.9829 0.027 0.125 0.123
C 13.3858 14.3420 13.2536 0.065 0.195 -0.629
O 13.2062 13.6356 14.3271 0.168 -0.656 0.182
C 12.4039 15.2662 12.7791 0.878 -0.018 -0.085
C 12.7172 16.1050 11.7044 0.547 0.132 -0.172
C 11.1108 15.3564 13.5461 -1.651 -0.125 -0.671
C 10.1300 16.3685 12.8792 0.913 -0.135 -0.212
C 10.3106 14.0202 13.5793 1.228 -0.324 -0.028
C 11.2909 15.8574 14.9412 -0.169 -0.102 1.651
H 14.1562 17.0088 7.7177 0.253 -0.248 0.148
H 12.9607 16.0921 8.5618 -0.335 -0.331 0.036
H 14.5612 15.3609 8.3270 -0.168 0.472 0.266
H 13.7813 18.9326 9.1086 0.231 0.141 -0.682
H 13.6904 18.7871 10.7907 0.129 0.599 1.412
H 12.4825 18.0050 9.8217 -0.241 0.043 -0.052
H 16.1020 18.0523 9.1071 -0.105 0.355 -0.211
H 16.4534 16.5099 9.7565 1.037 -1.217 -0.148
H 16.0793 17.7782 10.8632 0.262 0.317 0.345
H 15.7893 14.9314 10.9221 0.126 0.003 -0.109
H 11.9769 16.8623 11.4525 0.306 -0.221 -0.081
H 10.0800 16.2095 11.8026 -0.269 -0.120 -0.069
H 10.4944 17.3791 13.0410 0.051 0.281 -0.038
H 9.1397 16.3150 13.3041 -0.294 -0.208 0.216
H 10.0231 13.8022 12.5656 -0.247 -0.286 -0.533
H 9.4213 14.2268 14.1479 -0.410 -0.236 0.406
H 10.8484 13.1201 13.9783 -0.454 1.041 -0.156
H 11.5769 16.8903 14.9592 0.227 0.803 -0.117
H 12.0275 15.3348 15.5402 0.133 -0.375 -0.111
H 10.3437 15.7798 15.5087 0.283 0.031 -0.302
S 10.8652 11.6650 17.8249 0.134 0.092 0.103
C 9.2247 11.5417 18.1952 0.093 -1.201 0.217
C 8.6893 10.2527 18.6559 0.369 -0.843 0.347
N 8.3553 9.2145 19.0534 0.216 1.098 -0.466
C 8.3105 12.5313 18.1524 -0.370 1.670 -0.285
S 8.7804 14.1938 17.5990 -0.369 -0.817 0.230
C 6.9582 12.3510 18.5428 0.736 0.623 -0.238
N 5.8475 12.3607 18.8305 -0.907 -0.238 0.245
C 11.5827 11.8579 11.1178 1.489 -0.243 1.078
C 12.4451 10.6495 10.7500 -0.057 0.741 0.652
C 13.8899 11.0384 10.5690 1.298 -0.886 0.761
C 12.2578 9.4580 11.6544 0.063 0.140 -1.469
C 11.8347 8.3375 10.9710 -0.033 -0.626 -0.918
C 11.6044 7.0975 11.5277 -1.174 0.069 -0.521
C 11.6827 7.0943 12.8926 0.078 -1.085 0.530
C 12.1295 8.1813 13.6310 -0.026 -0.749 0.377
C 12.1847 7.9413 15.1008 0.526 0.258 1.093
C 13.6312 7.9340 15.6548 0.336 -0.290 -0.935
C 11.3048 8.9168 15.9313 1.976 0.010 -0.892
C 12.4841 9.4044 13.0273 -0.418 -0.885 0.459
N 12.9050 10.4721 13.7331 0.887 2.211 0.999
H 11.5604 12.4915 10.2591 -0.131 0.836 -0.487
H 12.0267 12.3782 11.9952 -0.433 -0.205 -0.668
H 10.6025 11.5317 11.3672 -1.001 -0.127 0.248
H 12.1303 10.3674 9.7609 -0.413 -0.428 -0.451
H 14.4311 11.1400 11.5437 -0.618 0.267 -0.781
H 13.9593 11.9429 9.9721 0.246 0.220 -0.013
H 14.4155 10.2047 10.0543 -0.174 0.500 0.041
H 11.6527 8.4466 9.9188 0.021 0.091 -0.488
H 11.1228 6.2644 10.9596 0.750 0.743 0.464
H 11.3815 6.1691 13.3985 0.217 0.411 0.157
H 11.8042 6.9177 15.2415 -0.049 0.280 0.126
H 14.1462 8.8891 15.4553 -0.270 -0.464 -0.121
H 14.2255 7.0737 15.2276 -0.483 0.871 0.362
H 13.6040 7.8324 16.7271 -0.001 -0.195 0.566
H 11.8643 9.8477 16.1542 -0.600 -0.646 -0.313
H 11.0984 8.4273 16.8469 -0.558 -0.321 1.087
H 10.4245 9.1140 15.3620 -0.856 0.403 -0.077
Te 10.7888 14.5311 18.8725 0.282 -0.144 0.153
C 10.1538 16.4231 19.6330 -1.100 0.016 -0.112
C 10.8412 17.6068 19.6862 -0.130 -0.258 0.880
C 10.1371 18.6304 20.3910 -0.803 -0.776 -0.181
C 8.8825 18.2248 20.7983 1.094 0.433 -0.653
S 8.5510 16.6161 20.3588 1.224 -0.212 -0.419
H 11.8738 17.7355 19.3817 -0.153 -0.139 -0.286
H 10.5437 19.6121 20.4972 0.000 0.528 0.221
H 8.1100 18.8430 21.1836 -0.401 0.373 0.448
C 14.0460 11.6907 16.2688 -0.991 0.165 -2.856
Ge 15.1247 11.8764 17.8098 0.571 -0.861 0.360
C 16.3246 10.2536 17.8641 -0.469 0.364 -1.736
C 16.8382 9.7490 19.0411 -0.725 0.649 0.491
C 17.6297 8.6411 19.0529 1.949 -1.838 -0.116
C 17.9445 7.9759 17.8650 -1.002 0.598 -1.118
C 17.4000 8.4320 16.6488 0.076 0.374 0.681
C 16.6190 9.5872 16.6381 0.028 0.004 0.695
C 14.1232 11.8133 19.4670 0.993 2.518 0.128
C 13.7427 10.6046 19.9205 -1.245 -0.598 1.263
C 13.0309 10.5094 21.1153 -0.960 -0.665 0.009
C 12.6861 11.6623 21.8303 0.957 -0.906 0.885
C 13.2707 12.8848 21.5013 -0.512 0.196 -0.831
C 13.9335 12.9618 20.2826 0.102 -0.827 -0.087
C 16.2750 13.4549 17.8126 0.771 1.066 0.407
C 16.5778 14.1860 16.6574 1.229 -0.145 0.960
C 17.6218 15.1632 16.6850 -1.540 -0.504 -0.825
C 18.1883 15.5640 17.8709 0.330 -0.049 0.653
C 17.8629 14.8600 19.0461 0.024 0.419 -0.498
C 16.9554 13.8330 19.0233 -1.127 -0.712 -1.050
H 16.5395 10.1907 19.9865 0.157 0.171 -0.006
H 18.1371 8.2582 19.9541 -0.642 0.342 -0.200
H 18.5252 7.0784 17.7799 0.395 -0.278 0.569
H 17.5890 7.9028 15.7154 0.011 0.061 0.223
H 16.2248 9.9171 15.6717 -0.054 0.184 0.486
H 13.8917 9.7444 19.3213 0.211 -0.880 -0.382
H 12.6522 9.4928 21.3944 0.266 1.176 -0.004
H 12.1413 11.5426 22.7652 -0.108 0.132 -0.234
H 13.1219 13.8047 22.0842 -0.026 -0.582 -0.142
H 14.3401 13.9044 19.9716 0.089 0.369 -0.219
H 16.0933 13.9527 15.7208 -0.039 -0.035 -0.111
H 17.8579 15.5704 15.7020 0.166 0.373 0.411
H 18.8670 16.4251 17.9708 -0.174 -0.571 -0.394
H 18.3342 15.1391 19.9701 0.080 0.133 0.332
H 16.6579 13.3273 19.9378 0.317 -0.034 0.004
```
Positions in Å, forces in eV/Å.

Calculated values
- charge = -2
- orbital gap (eV) = 6.26
- E_HOMO (eV) = -2.593
- E (eV) = -260045.07093
- E_LUMO (eV) = 3.6648

***

Q: Which formula does entry 1 have?
A: C53H54N3O30

***

Q: charge of number 2 (C53H55BrGeMnN3OS3Te)?
A: -2